[1]
94
Properties=species:S:1:pos:R:3:forces:R:3 method="wB97M-V/def2-TZVPD" mol_weight_g_mol=772.3 orbital_gap_ha=0.2840 lumo_energy_ev=1.695 total_energy_ha=-3664.1094 spin_multiplicity=1 total_charge=-1
O -1.83136 0.62754 3.29971 -2.20 -0.38 -3.75
S -2.20221 0.40955 1.84036 6.18 -1.29 1.33
O -1.20728 1.09976 0.92166 -3.53 -1.47 1.88
Cl -4.06780 1.28573 1.37800 0.39 -0.69 0.20
N -2.35732 -1.28096 1.49051 0.49 1.16 0.55
S -1.05056 -2.12342 2.24118 2.32 4.09 2.98
O -1.31496 -2.29784 3.73694 0.30 -0.68 -4.01
O 0.22703 -1.31338 2.00629 -2.88 -2.51 0.20
C -0.71803 -3.77750 1.42631 0.00 -1.40 -1.26
C 0.87523 -4.08364 1.31988 -0.30 -0.08 0.83
C 1.48509 -4.23646 2.80678 -0.45 -0.84 0.12
N 2.95440 -4.00699 2.88136 -0.71 0.32 0.53
C 3.31517 -2.56478 2.92444 0.48 0.62 0.50
C 4.04297 -1.98507 1.63500 1.43 2.33 -2.60
C 4.30156 -0.43024 1.62227 1.41 -1.25 -3.11
C 5.02632 0.29075 0.43713 -0.61 -3.86 0.13
C 5.53589 -0.52816 -0.78291 -1.91 -2.09 2.99
C 5.27701 -2.05990 -0.79332 -1.00 2.05 2.67
C 4.53105 -2.76018 0.39187 0.53 3.09 0.14
O 4.31070 -4.16992 0.28198 -0.61 1.90 -0.90
H -1.13557 -3.81619 0.35770 0.38 0.48 1.64
H -1.23328 -4.63006 2.00778 0.71 1.64 -0.62
H 1.41909 -3.31904 0.67252 -0.86 -0.73 1.16
H 1.00427 -5.10714 0.80223 -0.42 1.55 0.70
H 1.29949 -5.34097 3.10602 0.33 1.69 -0.43
H 0.92676 -3.61405 3.59812 0.56 -0.60 -1.42
H 3.27575 -4.44158 3.75808 -0.20 0.34 -0.76
H 4.04564 -2.42977 3.81157 -0.97 -0.08 -1.45
H 2.38494 -1.92964 3.19203 1.43 -0.76 -0.75
H 3.95621 0.25088 2.47959 0.45 -1.42 -1.36
H 5.17008 1.42338 0.46415 -0.25 -1.88 -0.02
H 6.05022 -0.01701 -1.65919 -0.90 -0.85 1.44
H 5.61480 -2.73308 -1.66435 -0.59 1.27 1.55
H 3.58454 -4.24717 -0.38850 0.94 -0.07 0.89
O 4.84806 1.15474 -3.27321 -0.61 0.04 0.21
C 3.64674 1.27447 -3.30141 0.67 -0.34 -0.02
O 2.81189 0.76473 -2.35899 0.69 0.18 -0.30
C 1.45340 0.99276 -2.75400 -0.61 -0.02 0.21
C 1.51172 2.15012 -3.72153 -0.54 0.51 -0.12
C 2.85486 1.95544 -4.38505 -0.27 0.40 0.13
H 1.06755 0.08074 -3.21938 0.06 0.03 0.01
H 0.84858 1.22356 -1.87519 0.23 -0.21 0.06
H 0.67772 2.16760 -4.42055 0.14 -0.05 0.21
H 1.50922 3.09592 -3.16904 0.03 -0.11 0.03
H 2.78916 1.29145 -5.24926 0.10 0.06 0.05
H 3.30721 2.90756 -4.66322 0.22 -0.27 -0.14
O 0.66875 1.45083 -6.42477 0.00 -0.96 -0.48
C 0.89402 0.54842 -7.19021 -0.03 0.83 0.45
O 1.21227 -0.71535 -6.80181 -0.18 0.51 0.12
C 1.52312 -1.50332 -7.95631 0.19 -0.53 -0.15
C 0.84838 -0.80023 -9.11079 -0.18 -0.15 -0.62
C 0.91317 0.65270 -8.69077 -0.27 -0.30 -0.36
H 2.61063 -1.54090 -8.07033 -0.05 0.02 0.04
H 1.14710 -2.51869 -7.81988 0.08 0.15 0.24
H 1.32228 -1.00062 -10.07330 0.00 -0.05 0.12
H -0.19741 -1.11655 -9.17760 0.12 0.00 0.01
H 1.84709 1.12611 -9.00318 -0.09 0.11 0.06
H 0.05464 1.21584 -9.05621 0.25 0.23 0.16
O -1.22301 6.59691 5.02352 0.42 -0.32 -0.57
C -1.24297 5.69242 4.22557 -0.25 0.76 0.49
O -0.35116 5.55635 3.20801 -0.15 0.35 0.55
C -0.72954 4.43984 2.39057 0.11 -0.40 -0.48
C -1.58978 3.57238 3.27676 -0.23 -0.42 -0.01
C -2.26436 4.58835 4.17368 0.18 -0.48 -0.07
H -1.27527 4.81470 1.51906 0.03 0.02 0.04
H 0.16380 3.91484 2.04868 -0.02 0.23 0.04
H -2.28735 2.94766 2.71981 0.25 0.21 0.11
H -0.95666 2.91516 3.87887 -0.11 0.00 -0.19
H -3.18534 4.97541 3.73030 0.00 0.07 0.15
H -2.45555 4.18350 5.16753 -0.17 0.33 -0.03
O -5.01899 -0.71682 -5.52791 0.18 -0.07 0.73
C -5.02930 -0.21488 -4.43204 -0.24 -0.45 -0.80
O -4.75799 -0.88968 -3.28343 -0.03 0.10 -0.67
C -4.96680 -0.02224 -2.16154 0.11 0.00 0.71
C -4.85386 1.37805 -2.71561 0.08 0.61 0.22
C -5.38313 1.21521 -4.12454 0.30 0.37 0.28
H -5.95730 -0.22555 -1.74317 0.04 -0.02 -0.04
H -4.21304 -0.22077 -1.39771 -0.10 -0.21 -0.15
H -5.39584 2.11935 -2.12592 0.07 -0.12 0.03
H -3.80207 1.67910 -2.75104 -0.11 -0.04 0.07
H -6.46886 1.33082 -4.16791 0.05 -0.02 -0.15
H -4.89472 1.89845 -4.81926 -0.28 -0.17 -0.18
O -2.01759 -0.61021 9.92594 0.11 -0.38 -0.59
C -1.99193 -0.52330 8.72224 0.27 0.03 0.82
O -1.44672 -1.46043 7.90397 -0.29 0.31 0.80
C -1.48827 -0.99084 6.54733 0.09 -0.23 -0.78
C -2.58248 0.04854 6.52122 -0.31 0.42 -0.41
C -2.50626 0.63787 7.91418 -0.37 -0.08 -0.40
H -0.51041 -0.57160 6.29303 -0.06 -0.04 0.01
H -1.70060 -1.82277 5.87613 0.21 0.06 0.21
H -2.45762 0.78396 5.72542 0.04 -0.22 -0.02
H -3.55332 -0.43802 6.38122 0.11 0.02 -0.04
H -1.78615 1.45795 7.97066 -0.07 0.00 0.13
H -3.48553 0.95954 8.26913 0.27 0.13 0.26


[2]
85
Properties=species:S:1:pos:R:3:forces:R:3 method="wB97M-V/def2-TZVPD" mol_weight_g_mol=579.7 orbital_gap_ha="0.3098 / 0.3188" lumo_energy_ev="-0.313 / -0.313" total_energy_ha=-1968.5139 spin_multiplicity=3
O 6.11815 -6.41354 1.28917 -1.36 1.40 -0.27
C 5.85630 -5.27749 1.14710 2.30 -0.83 -0.39
N 5.83916 -4.06415 0.91299 -0.23 -0.98 1.01
C 6.21712 -3.26861 2.06314 -0.49 0.61 0.15
C 5.28586 -2.41623 2.58395 -0.99 1.18 0.76
C 3.84583 -2.28100 2.05253 0.71 -0.28 -0.39
C 3.01852 -3.58742 2.16527 0.23 0.83 0.01
C 2.91453 -4.15796 3.59204 -0.74 0.29 -1.42
F 1.61339 -4.46016 3.83972 0.40 -0.46 0.19
F 3.65535 -5.28410 3.66970 -0.21 0.23 0.62
F 3.27008 -3.31106 4.56522 0.35 -0.20 -0.01
C 5.62597 -1.56205 3.70873 0.45 -1.07 -1.11
C 6.87298 -1.65817 4.23663 0.13 0.61 0.77
C 7.87097 -2.56310 3.74663 -1.37 1.12 0.59
N 9.07139 -2.59093 4.38797 -0.09 -1.12 -1.28
C 9.87161 -3.47321 3.83302 1.07 -0.03 0.22
C 9.56705 -4.27332 2.68867 0.01 -0.03 0.05
N 8.40952 -4.23311 2.07290 0.44 0.27 0.72
C 7.53309 -3.36163 2.64023 -0.35 -0.36 -0.77
H 3.91059 -2.02852 0.97753 -0.13 -0.17 0.38
H 3.35656 -1.42127 2.53760 0.12 -0.49 -0.04
H 3.49934 -4.32665 1.51307 -0.42 0.08 0.35
H 2.00432 -3.38738 1.78880 0.34 -0.14 0.27
H 4.88803 -0.86036 4.10140 0.24 -0.30 -0.11
H 7.11671 -1.01245 5.08775 0.20 -0.38 -0.31
H 10.87604 -3.57370 4.26498 -0.40 0.01 -0.11
H 10.32702 -4.95829 2.29871 -0.24 0.25 0.15
C -1.02388 -3.23493 -2.78352 -0.23 0.04 -0.21
C -0.75436 -3.02078 -1.27284 0.22 -1.17 -1.75
C -1.69767 -3.90192 -0.44052 -0.35 0.20 0.40
C -3.13081 -3.38110 -0.36640 0.02 0.04 -0.03
C -3.15311 -1.91706 0.06403 0.18 -0.50 0.24
C -2.26642 -1.02822 -0.81392 -1.46 1.03 -1.21
N -0.88362 -1.56950 -0.94835 -0.08 -0.79 2.83
O -0.24660 -1.34257 0.16986 0.32 0.42 -0.66
C -2.92266 -0.86951 -2.20101 0.01 -0.26 -0.29
C -2.26391 0.39382 -0.24560 0.59 0.10 0.45
C 0.67409 -3.52935 -1.05951 0.31 0.44 0.44
H -0.77556 -2.34417 -3.36211 -0.05 0.03 0.07
H -0.41045 -4.04116 -3.18739 0.02 -0.03 0.20
H -2.05699 -3.50936 -2.99584 -0.02 0.11 0.00
H -1.31244 -3.98627 0.58121 0.11 0.13 -0.04
H -1.70384 -4.91636 -0.84793 0.18 0.08 -0.11
H -3.63691 -3.50690 -1.32769 0.03 0.04 -0.01
H -3.69654 -3.97873 0.35232 0.01 -0.01 -0.04
H -4.18168 -1.54835 0.04559 0.09 0.17 -0.12
H -2.82676 -1.85236 1.10760 0.15 0.07 -0.07
H -2.27482 -0.30659 -2.87624 0.01 -0.02 0.06
H -3.86187 -0.32073 -2.11506 0.08 0.04 0.17
H -3.17607 -1.81194 -2.68071 0.10 -0.01 0.00
H -1.92468 0.42992 0.78990 0.13 -0.10 -0.08
H -3.27236 0.81114 -0.25537 -0.05 -0.20 -0.16
H -1.62807 1.05718 -0.83612 0.01 -0.06 0.00
H 1.39576 -2.92425 -1.61264 -0.03 0.03 0.02
H 0.76864 -4.55900 -1.40666 -0.24 0.05 -0.11
H 0.96149 -3.53370 -0.01021 -0.06 0.18 -0.03
C -5.06762 6.19251 -3.01650 -0.08 0.27 0.15
C -4.30656 4.87903 -2.70698 -1.57 0.97 -0.95
C -5.02314 4.10685 -1.58947 0.22 -0.15 0.49
C -4.80674 4.68484 -0.19302 0.00 0.03 -0.07
C -3.32124 4.88572 0.08170 -0.29 -0.47 -0.07
C -2.62182 5.71796 -0.99756 0.27 1.84 0.95
N -2.88554 5.19762 -2.37028 0.19 -2.81 1.01
O -2.17318 4.11304 -2.54611 0.17 0.78 -0.42
C -3.07464 7.18764 -0.87910 -0.34 0.14 -0.12
C -1.12132 5.77136 -0.69188 0.28 -0.53 -0.36
C -4.41969 4.05412 -3.99453 0.63 -0.35 -0.02
H -4.39440 6.96238 -3.39593 0.04 -0.04 0.07
H -5.82397 6.04238 -3.78768 0.04 -0.19 0.05
H -5.59707 6.59088 -2.15110 0.10 0.05 0.02
H -4.67693 3.06751 -1.58614 0.13 0.05 -0.10
H -6.09538 4.06999 -1.80000 0.07 0.07 -0.21
H -5.34972 5.62693 -0.07547 0.03 0.01 -0.04
H -5.22526 4.00171 0.55016 -0.01 0.03 -0.02
H -3.19718 5.35916 1.05879 0.16 0.14 -0.12
H -2.84181 3.90343 0.15781 0.07 0.04 -0.15
H -2.65356 7.79118 -1.68595 -0.01 -0.06 0.00
H -2.73031 7.61505 0.06375 0.11 -0.15 -0.01
H -4.15390 7.31971 -0.88452 0.01 -0.04 -0.10
H -0.67087 4.78077 -0.63115 -0.08 0.00 -0.16
H -0.94894 6.25311 0.27148 -0.23 0.06 -0.03
H -0.58612 6.34532 -1.45108 -0.04 -0.04 -0.02
H -3.90714 4.54565 -4.82382 0.02 0.00 0.04
H -5.46781 3.93333 -4.27140 -0.03 0.19 0.17
H -4.01148 3.04944 -3.88426 0.17 0.12 0.04